# 1
ORCA calculation (wB97M-V/def2-TZVPD) on C22H41OPdSSb as an isolated structure in a non-equilibrium geometry.

## Properties
- HOMO level (alpha / beta) (eV) = -20.18 / -20.18
- relative energy (zero: lowest compared OMol25 entry of this formula, charge and spin) (kJ/mol) = 146.7
- LUMO energy (alpha / beta) (eV) = -14.598 / -14.717
- net charge = +4
- spin multiplicity = 1

Last column: natural (NBO) charge in e.
Cartesian coordinates (Å):
Pd1 -1.092 -1.284 0.782  0.882
C1 -3.361 -2.456 3.199  -0.671
C2 -2.598 -2.786 1.962  0.071
C3 -3.068 -2.364 0.659  -0.170
C4 -2.390 -2.706 -0.546  0.027
C5 -2.985 -2.435 -1.896  -0.662
C6 -1.172 -3.361 -0.431  -0.250
C7 -0.708 -3.865 0.840  0.192
C8 0.422 -4.808 0.883  -0.698
C9 -1.432 -3.526 2.015  -0.229
H1 -3.612 -1.394 3.246  0.264
H2 -2.823 -2.743 4.099  0.263
H3 -4.318 -2.990 3.191  0.300
H4 -4.037 -1.880 0.591  0.283
H5 -3.340 -3.383 -2.310  0.298
H6 -2.246 -2.049 -2.597  0.241
H7 -3.846 -1.770 -1.846  0.255
H8 -0.645 -3.630 -1.339  0.276
H9 1.069 -4.741 0.011  0.263
H10 -0.018 -5.820 0.876  0.328
H11 0.999 -4.743 1.806  0.265
H12 -1.125 -3.941 2.968  0.272
O1 0.645 -0.069 0.780  -1.046
S1 2.087 -0.196 1.484  1.191
C10 2.045 0.932 2.920  -0.567
C11 1.904 0.078 4.183  -0.420
C12 2.565 -1.260 3.862  -0.423
C13 2.001 -1.688 2.508  -0.555
H13 1.233 1.640 2.752  0.265
H14 2.996 1.467 2.890  0.278
H15 0.854 -0.053 4.447  0.226
H16 2.393 0.568 5.023  0.287
H17 2.368 -2.017 4.619  0.282
H18 3.650 -1.151 3.796  0.251
H19 0.939 -1.936 2.570  0.225
H20 2.559 -2.483 2.016  0.277
C14 2.140 0.258 -4.321  -0.757
C15 2.420 1.547 -3.711  0.319
C16 2.044 2.800 -4.332  -0.769
Sb1 0.587 1.523 -1.126  1.261
C17 -1.601 1.258 -1.467  -0.517
C18 -2.335 1.217 -0.129  -0.541
C19 -2.019 2.418 -2.365  -0.651
C20 0.929 3.571 -0.100  -0.358
C21 2.425 3.637 0.089  -0.668
C22 0.280 4.628 -0.963  -0.672
H21 2.909 0.192 -5.122  0.360
H22 1.180 0.202 -4.833  0.272
H23 2.320 -0.593 -3.671  0.269
H24 3.229 1.580 -2.984  0.226
H25 1.129 2.770 -4.922  0.277
H26 2.879 2.970 -5.049  0.373
H27 2.083 3.667 -3.669  0.278
H28 -1.702 0.312 -1.998  0.224
H29 -2.230 2.169 0.393  0.252
H30 -1.884 0.413 0.490  0.083
H31 -3.401 0.992 -0.195  0.263
H32 -2.002 3.375 -1.848  0.229
H33 -3.044 2.245 -2.704  0.277
H34 -1.410 2.492 -3.271  0.226
H35 0.353 3.286 0.778  0.214
H36 2.960 3.816 -0.844  0.229
H37 2.844 2.767 0.586  0.204
H38 2.644 4.497 0.733  0.283
H39 0.826 4.824 -1.886  0.225
H40 0.304 5.568 -0.398  0.291
H41 -0.769 4.441 -1.174  0.227

Force components x, y, z for each atom (eV/Å):
-0.5050 -0.5962 -0.0482
-0.1966 -0.0016 -0.0977
-0.5029 -0.0189 -0.0443
0.5534 0.1012 0.1739
-0.7075 -0.2823 -0.2835
-0.0838 0.0082 0.1332
0.2196 -0.1784 0.1573
-0.2387 0.3091 -0.1248
0.2057 -0.0068 0.0668
0.2915 -0.3602 0.0456
-0.0037 0.0116 -0.0124
0.0261 0.0149 -0.0096
0.0200 -0.0136 -0.0349
0.1229 0.2589 0.0570
-0.0238 -0.0168 0.0263
0.0159 0.0221 -0.0064
0.0482 0.0571 0.0018
0.1712 0.0071 0.0903
0.0084 -0.0027 0.0028
-0.0047 0.0664 -0.0108
-0.0436 -0.0260 -0.0014
0.1733 0.0823 -0.0022
0.2872 0.6576 -0.5680
-0.0616 0.1002 0.1696
-0.0195 0.0317 0.1296
0.0708 -0.0728 -0.0362
0.0044 0.1455 0.0094
0.2210 -0.0922 -0.0040
0.0223 0.0376 -0.0579
0.0109 -0.0211 -0.0545
-0.0279 -0.0298 -0.0249
-0.0221 0.0631 -0.0065
-0.0348 -0.0514 -0.0447
0.0046 -0.0227 0.0203
-0.0824 -0.0113 0.0093
-0.0351 0.0063 -0.0499
-0.2653 -0.0229 0.1399
0.8014 -0.1653 -0.9353
-0.4412 0.1321 0.2986
-0.3141 0.2238 -0.1451
0.5541 0.1071 0.5642
0.0067 0.3010 -0.5531
-0.2170 -0.1183 -0.1092
-0.5385 -2.0678 -0.5889
-0.0575 0.6780 0.3983
0.0566 0.4426 0.3824
0.0425 0.0746 0.0465
0.0172 0.0406 -0.0428
0.0643 -0.0136 0.0180
-0.1327 0.0049 0.1907
0.0360 -0.0423 -0.0499
0.0523 -0.0656 0.0604
0.0907 -0.0229 -0.0337
0.0817 -0.0277 -0.0304
0.0409 -0.1880 0.2948
-0.1160 0.1924 0.5809
0.0111 -0.0083 -0.2312
-0.1452 -0.1642 -0.0840
0.0184 0.0300 -0.0175
0.0212 0.0391 0.0043
0.1470 0.7707 0.4180
-0.0311 -0.0878 -0.0631
0.0697 -0.1651 0.0243
0.0481 -0.0221 -0.0673
-0.0303 -0.1122 -0.0468
0.0693 -0.0150 -0.0308
0.1760 0.0963 0.0370



# 2
ORCA calculation (wB97M-V/def2-TZVPD) on a 4-piece molecular cluster, C11H14N2O2 overall in a non-equilibrium geometry.

## Properties
- HOMO level (eV) = -8.40
- relative energy (zero: lowest compared OMol25 entry of this formula, charge and spin) (kJ/mol) = 1069.3
- LUMO energy (eV) = 0.290
- net charge = 0
- spin multiplicity = 1

Last column: natural (NBO) charge in e.
Cartesian coordinates (Å):
C1 0.911 2.514 0.506  -0.358
C2 2.062 0.552 -0.297  0.252
C3 3.386 0.611 -0.524  -0.228
C4 3.886 -0.778 -0.448  -0.206
C5 3.337 -1.783 0.136  -0.247
C6 2.025 -1.653 0.486  -0.198
C7 1.425 -0.564 0.288  0.193
C8 -0.449 -0.434 -0.796  -0.126
C9 -1.975 -0.432 -0.463  0.365
C10 -4.028 -0.301 -0.604  -0.281
C11 -3.904 -0.082 0.795  -0.248
H1 0.367 1.794 1.686  0.254
H2 2.148 3.158 1.130  0.194
H3 0.138 3.384 -0.442  0.260
H4 3.897 1.496 -1.124  0.242
H5 4.953 -0.795 -0.538  0.202
H6 3.943 -2.666 0.420  0.225
H7 1.560 -2.439 1.403  0.204
H8 0.054 -1.340 -1.325  0.228
H9 -0.399 0.596 -1.461  0.237
H10 -4.483 0.485 -1.279  0.210
H11 -4.865 -1.152 -0.813  0.174
H12 -4.120 0.897 1.334  0.223
H13 -4.304 -0.928 1.309  0.202
H14 -1.869 -0.822 1.373  0.388
N1 -2.922 -0.653 -1.325  -0.469
N2 -2.294 0.023 0.718  -0.602
O1 1.316 1.570 -0.606  -0.575
O2 0.205 -0.256 0.459  -0.515

Force components x, y, z for each atom (eV/Å):
0.7552 0.4681 0.0292
2.1244 -0.0350 0.4361
1.1467 -2.0814 -2.4410
4.7136 6.2222 -1.1693
-0.0404 -3.9573 1.5255
-0.1511 -8.0933 6.0186
1.4776 5.5397 -2.0034
-1.8555 1.4445 -1.5856
1.7095 -1.8350 -5.7368
-8.5395 -0.8556 -5.3903
3.7536 2.5963 2.4122
1.2663 2.4494 -4.1299
-3.7513 -1.7701 -2.2226
2.2146 -2.4367 3.9034
-1.0201 -2.1175 1.7168
0.6419 -0.4326 -0.6380
-0.6366 0.5642 -0.4186
0.9944 1.9980 -3.3316
-1.5222 1.5375 0.6455
0.4149 -2.8257 1.4458
0.0037 0.0489 1.3249
1.5461 1.5827 0.5664
-0.5013 -1.3357 -1.1785
0.3176 -0.4380 0.9829
-0.9770 3.3033 -1.2561
4.7094 -0.5286 0.6221
-0.9370 -2.9271 7.2918
-2.2183 4.6469 1.7242
-5.6395 -0.7322 0.8562



# 3
ORCA calculation (wB97M-V/def2-TZVPD) on a 4-piece molecular cluster, C5H8O2 overall in a non-equilibrium geometry.

## Properties
- HOMO level (eV) = -8.71
- relative energy (zero: lowest compared OMol25 entry of this formula, charge and spin) (kJ/mol) = 1092.9
- LUMO energy (eV) = 0.094
- net charge = 0
- spin multiplicity = 1

Last column: natural (NBO) charge in e.
Cartesian coordinates (Å):
C1 -2.856 -0.072 0.315  -0.341
C2 -0.864 0.744 -0.343  0.032
C3 0.330 0.512 -0.670  0.026
C4 2.131 -0.512 -0.157  0.093
C5 2.611 0.428 0.718  -0.456
H1 -3.812 -0.513 -0.850  0.210
H2 -3.473 1.392 0.823  0.195
H3 -2.834 -1.144 1.366  0.221
H4 -1.519 1.644 -0.537  0.216
H5 1.015 1.136 -1.272  0.214
H6 2.759 -1.259 -0.352  0.184
H7 3.698 0.550 0.890  0.212
H8 2.154 1.486 1.117  0.220
O1 -1.444 -0.436 0.283  -0.553
O2 0.682 -0.801 -0.328  -0.473

Force components x, y, z for each atom (eV/Å):
-2.5437 -4.2461 3.0282
-4.3258 0.3999 0.9055
2.3303 -0.8234 -1.9466
-2.9413 2.2560 4.5551
-0.4090 2.6713 -0.7788
3.1848 1.4209 3.2032
2.1327 -3.9138 -1.3138
-1.9927 3.3515 -2.7387
0.9673 -1.3693 0.3972
-0.5931 -0.4710 0.6500
2.0697 -3.2030 -1.4270
-0.6030 -0.8267 -0.3729
0.2813 -3.2320 -1.0497
-3.0851 5.5207 -1.9471
5.5274 2.4650 -1.1646



# 4
ORCA calculation (wB97M-V/def2-TZVPD) on a 2-piece molecular cluster, C3H9FN3 overall in a non-equilibrium geometry.

## Properties
- HOMO level (eV) = -11.78
- relative energy (zero: lowest compared OMol25 entry of this formula, charge and spin) (kJ/mol) = 98.1
- LUMO energy (eV) = -3.462
- net charge = +1
- spin multiplicity = 1

Last column: natural (NBO) charge in e.
Cartesian coordinates (Å):
C1 -2.440 -0.223 -0.466  -0.039
C2 -1.173 -0.750 -0.560  0.079
C3 2.174 -0.185 -0.096  0.415
N1 -2.828 0.483 0.741  -0.814
N2 2.396 0.547 -1.089  -0.688
N3 1.990 0.248 1.165  -0.700
F1 -0.321 -0.690 0.560  -0.391
H1 -3.241 -0.213 -1.184  0.231
H2 -0.863 -1.374 -1.315  0.176
H3 2.338 -1.263 -0.247  0.239
H4 -3.838 0.738 0.806  0.390
H5 2.464 1.665 -1.109  0.449
H6 2.473 0.216 -2.021  0.438
H7 1.590 1.168 1.444  0.433
H8 1.856 -0.389 1.828  0.410
H9 -2.578 0.023 1.544  0.374

Force components x, y, z for each atom (eV/Å):
1.6277 0.6910 2.8798
-3.2389 1.7932 1.8278
0.2776 -1.4267 4.1511
-1.5373 0.6313 -3.4307
0.4037 6.1375 -2.6864
0.4389 3.4883 -3.8542
-1.0894 -0.1586 -1.1450
0.5235 -0.3490 -0.7483
0.9684 -1.1911 -1.4514
-0.5055 0.4531 0.2503
1.3497 -0.4195 -0.4112
-0.4725 -3.3617 0.6676
0.1796 -0.8402 -0.5735
0.7148 -0.8357 -0.9086
-0.6194 -3.4171 3.1129
0.9793 -1.1949 2.3199



What did we get for M? Answer: 581.816, 206.245, 100.117, 106.124 g mol⁻¹, in the order shown.